# 1
Formula: C40H45ClMoN3O4P2SSb
Source: the Open Molecules 2025 dataset
Level of theory: ωB97M-V/def2-TZVPD

Cartesian coordinates (Å):
Mo 0.080 0.928 -0.139
N 2.787 -0.474 0.705
P 1.214 -1.094 0.694
C 0.976 -1.863 2.293
C 0.013 -1.414 3.194
C -0.069 -1.987 4.456
C 0.816 -2.994 4.818
C 1.788 -3.433 3.924
C 1.869 -2.874 2.658
C 1.179 -2.368 -0.571
C 0.650 -3.639 -0.345
C 0.594 -4.555 -1.387
C 1.043 -4.197 -2.652
C 1.551 -2.924 -2.886
C 1.616 -2.008 -1.851
P 2.572 1.183 0.431
C 3.111 1.958 1.972
C 4.154 2.880 1.997
C 4.575 3.413 3.209
C 3.967 3.021 4.393
C 2.926 2.098 4.374
C 2.490 1.576 3.168
C 3.762 1.665 -0.816
C 3.667 2.920 -1.424
C 4.619 3.310 -2.353
C 5.663 2.452 -2.675
C 5.760 1.206 -2.067
C 4.808 0.805 -1.140
H 3.538 -0.850 1.269
H -0.664 -0.618 2.910
H -0.824 -1.650 5.157
H 0.753 -3.438 5.804
H 2.480 -4.214 4.212
H 2.618 -3.232 1.957
H 0.303 -3.920 0.643
H 0.210 -5.552 -1.210
H 1.002 -4.917 -3.460
H 1.896 -2.650 -3.875
H 2.019 -1.021 -2.034
H 4.646 3.176 1.079
H 5.383 4.133 3.227
H 4.310 3.427 5.337
H 2.458 1.789 5.301
H 1.695 0.841 3.160
H 2.863 3.597 -1.166
H 4.544 4.282 -2.828
H 6.408 2.756 -3.401
H 6.578 0.541 -2.317
H 4.885 -0.173 -0.684
C 0.840 4.661 1.205
Sb -0.436 3.021 1.587
C -0.679 3.133 3.687
C -2.265 3.909 1.009
H 0.597 5.444 1.923
H 0.641 5.016 0.195
H 1.889 4.390 1.304
H -0.903 4.181 3.893
H 0.223 2.836 4.215
H -1.520 2.513 3.996
H -2.326 4.872 1.513
H -3.099 3.278 1.304
H -2.279 4.041 -0.067
S 0.846 3.817 -3.673
C 0.739 2.995 -2.343
N 0.677 2.377 -1.320
C -2.977 -3.716 -0.460
N -2.525 -2.595 0.374
C -2.886 -2.636 1.790
C -1.805 -1.640 -0.142
O -1.313 -0.690 0.558
H -2.397 -4.609 -0.220
H -2.857 -3.471 -1.514
H -4.029 -3.912 -0.263
H -2.472 -3.533 2.248
H -3.971 -2.664 1.882
H -2.500 -1.758 2.294
H -1.609 -1.717 -1.205
C -4.090 -1.818 -5.384
C -4.635 -1.575 -4.003
C -5.669 -2.336 -3.477
C -6.207 -2.051 -2.227
Cl -7.487 -3.035 -1.592
C -5.729 -0.998 -1.484
C -4.669 -0.241 -1.979
C -4.128 -0.537 -3.221
O -3.088 0.172 -3.782
C -2.704 1.326 -3.083
C -1.734 0.991 -1.970
O -0.777 0.186 -2.147
O -1.833 1.563 -0.818
H -4.600 -2.656 -5.860
H -3.017 -2.026 -5.360
H -4.226 -0.932 -6.009
H -6.074 -3.159 -4.057
H -6.185 -0.754 -0.530
H -4.319 0.598 -1.394
H -3.551 1.875 -2.679
H -2.166 1.969 -3.776

Results
Multiplicity ... 3
HOMO (alpha / beta) ... -12.530 / -12.531 eV
Energy above the lowest of the compared OMol25 structures with the same formula, charge and spin ... 82.6 kJ/mol
Net charge ... +2

These are the Mulliken partial charges, in e, on atoms 1 to 2: -0.768, 0.632



# 2
Formula: C40H45InN2O2PSi2
Source: the Open Molecules 2025 dataset
Level of theory: ωB97M-V/def2-TZVPD

Cartesian coordinates (Å):
In 0.680 -0.261 0.066
O -0.375 0.377 2.804
C 0.590 1.173 3.468
C 0.912 2.364 2.610
C 1.316 3.556 3.195
C 1.660 4.621 2.383
C 1.590 4.457 1.009
C 1.183 3.229 0.520
N 0.846 2.200 1.292
H -0.597 -0.373 3.367
H 1.514 0.602 3.633
H 0.223 1.506 4.444
H 1.357 3.641 4.271
H 1.973 5.561 2.813
H 1.852 5.254 0.328
H 1.140 3.056 -0.551
O 0.813 -2.222 -1.743
C 0.747 -2.132 -3.149
C 0.345 -0.733 -3.534
C 0.137 -0.427 -4.875
C -0.130 0.879 -5.231
C -0.164 1.847 -4.237
C 0.034 1.444 -2.933
N 0.258 0.179 -2.574
H 0.941 -3.134 -1.462
H 0.031 -2.849 -3.565
H 1.730 -2.341 -3.590
H 0.200 -1.209 -5.619
H -0.296 1.143 -6.266
H -0.335 2.888 -4.466
H 0.015 2.164 -2.126
C 3.627 0.089 -2.268
Si 3.149 0.082 -0.450
C 4.055 1.488 0.409
C 3.798 -1.523 0.345
C 5.173 -1.744 0.190
C 5.808 -2.851 0.722
C 5.070 -3.784 1.434
C 3.711 -3.591 1.598
C 3.046 -2.475 1.069
Si 1.171 -2.420 1.372
C 0.894 -2.476 3.241
C 0.511 -4.085 0.723
H 4.712 0.101 -2.376
H 3.231 0.969 -2.778
H 3.253 -0.795 -2.781
H 5.132 1.338 0.313
H 3.820 1.528 1.472
H 3.816 2.459 -0.026
H 5.773 -1.027 -0.359
H 6.872 -2.987 0.582
H 5.552 -4.656 1.857
H 3.151 -4.334 2.154
H 1.304 -3.401 3.650
H -0.168 -2.464 3.502
H 1.388 -1.652 3.754
H 0.600 -4.843 1.504
H 1.089 -4.467 -0.121
H -0.542 -4.049 0.434
C -4.711 -1.819 3.143
C -3.429 -2.300 2.929
C -2.597 -1.658 2.022
C -3.049 -0.541 1.330
C -4.338 -0.060 1.547
C -5.164 -0.702 2.453
P -1.966 0.209 0.095
C -2.226 2.012 0.227
C -2.277 2.557 1.512
C -2.342 3.927 1.696
C -2.363 4.779 0.601
C -2.320 4.249 -0.679
C -2.244 2.875 -0.865
C -2.738 -0.329 -1.468
C -3.684 0.382 -2.199
C -4.241 -0.168 -3.344
C -3.888 -1.445 -3.751
C -2.977 -2.178 -3.003
C -2.398 -1.617 -1.878
H -5.361 -2.314 3.851
H -3.077 -3.171 3.464
H -1.595 -2.033 1.844
H -4.695 0.811 1.013
H -6.165 -0.331 2.623
H -2.262 1.905 2.373
H -2.381 4.331 2.698
H -2.417 5.849 0.745
H -2.351 4.903 -1.539
H -2.204 2.487 -1.872
H -4.019 1.355 -1.868
H -4.968 0.398 -3.909
H -4.333 -1.874 -4.638
H -2.723 -3.189 -3.294
H -1.681 -2.192 -1.304

Results
HOMO ... -9.231 eV
Net charge ... +1

These are the Mulliken partial charges, in e, on atoms 1 to 2: 2.447, -0.550



# 3
Formula: C40H46MnN3O3PS6Si
Source: the Open Molecules 2025 dataset
Level of theory: ωB97M-V/def2-TZVPD

Cartesian coordinates (Å):
Mn 0.954 0.174 -0.159
C -0.093 -5.505 -2.648
C -0.721 -4.504 -1.850
C -0.034 -3.466 -1.322
C 1.379 -3.349 -1.639
C 2.006 -4.309 -2.439
C 1.262 -5.343 -2.987
P 2.168 -1.872 -0.968
C 3.741 -1.644 -1.711
C 4.863 -1.251 -0.966
C 6.135 -1.205 -1.580
C 6.282 -1.383 -2.933
C 5.193 -1.669 -3.719
C 3.939 -1.878 -3.107
C 2.524 -2.564 0.715
C 3.181 -3.738 0.848
C 3.650 -4.151 2.154
C 3.314 -3.354 3.272
C 2.670 -2.155 3.107
C 2.464 -1.284 4.186
C 1.765 -0.108 4.043
C 1.259 0.240 2.755
C 1.499 -0.535 1.684
C 2.190 -1.791 1.798
H -0.648 -6.285 -3.056
H -1.725 -4.690 -1.594
H -0.541 -2.681 -0.798
H 3.061 -4.275 -2.732
H 1.808 -6.165 -3.515
H 4.695 -0.967 0.111
H 6.996 -0.950 -0.907
H 7.279 -1.466 -3.448
H 5.246 -1.803 -4.757
H 3.099 -2.053 -3.800
H 3.384 -4.407 -0.046
H 4.303 -5.043 2.251
H 3.702 -3.582 4.266
H 2.929 -1.581 5.132
H 1.592 0.505 4.909
H 0.634 1.135 2.645
N 4.631 4.834 2.070
C 4.244 4.028 1.327
N 4.089 3.186 0.295
C 3.316 2.166 0.218
N 2.735 1.151 0.002
C 4.147 2.457 -3.662
S 2.647 2.979 -4.476
C 1.832 1.437 -4.607
C 1.055 0.905 -3.589
S 0.541 1.661 -2.171
S 0.411 -0.686 -3.892
C 1.021 -0.908 -5.518
S 0.566 -2.216 -6.368
S 2.065 0.468 -6.031
H 4.772 1.764 -4.320
H 3.818 1.843 -2.809
H 4.761 3.306 -3.331
C -2.709 4.700 0.155
C -2.402 4.023 1.500
C -1.145 4.693 2.134
C -3.520 4.016 2.578
O -1.929 2.706 1.213
Si -2.839 1.339 0.968
S -1.315 -0.234 0.544
O -3.864 1.473 -0.258
C -4.498 0.750 -1.343
C -5.982 1.214 -1.350
C -4.490 -0.751 -0.970
C -3.956 1.218 -2.653
O -3.745 0.817 2.214
C -3.578 0.290 3.522
C -3.626 -1.232 3.372
C -4.746 0.764 4.358
C -2.281 0.705 4.094
H -3.100 5.683 0.274
H -3.312 4.082 -0.510
H -1.764 4.859 -0.386
H -1.459 5.534 2.612
H -0.220 4.830 1.475
H -0.774 4.047 2.955
H -3.852 5.002 2.772
H -3.078 3.542 3.497
H -4.349 3.388 2.231
H -6.560 0.857 -0.450
H -6.415 0.919 -2.305
H -5.936 2.292 -1.395
H -5.063 -1.023 -0.072
H -3.483 -1.107 -0.765
H -4.832 -1.304 -1.797
H -4.021 2.287 -2.818
H -4.475 0.755 -3.514
H -2.863 1.042 -2.744
H -4.584 -1.607 2.937
H -3.500 -1.600 4.401
H -2.795 -1.505 2.694
H -5.656 0.273 3.945
H -4.991 1.837 4.393
H -4.508 0.355 5.348
H -1.420 0.503 3.467
H -2.127 0.339 5.109
H -2.293 1.805 4.236

Results
Multiplicity ... 5
HOMO (alpha / beta) ... -4.920 / -4.965 eV
Energy above the lowest of the compared OMol25 structures with the same formula, charge and spin ... 68.2 kJ/mol
Net charge ... -1

These are the Mulliken partial charges, in e, on atoms 1 to 2: -0.191, -0.761



# 4
Formula: C40H46N8O2RuSe
Source: the Open Molecules 2025 dataset
Level of theory: ωB97M-V/def2-TZVPD

Cartesian coordinates (Å):
Ru 0.562 -1.307 0.130
C 0.911 -3.740 2.188
N 1.536 -2.412 1.947
C 1.150 -1.413 2.974
C -0.351 -1.300 2.941
C -1.142 -1.307 4.071
C -2.523 -1.369 3.928
C -3.065 -1.449 2.653
C -2.215 -1.398 1.570
N -0.884 -1.308 1.706
C 3.011 -2.508 1.821
C 3.435 -3.474 0.746
C 4.549 -4.285 0.896
C 4.887 -5.142 -0.141
C 4.090 -5.173 -1.274
C 2.986 -4.335 -1.326
N 2.667 -3.499 -0.339
C -0.087 -4.183 1.134
C -0.717 -5.409 1.271
C -1.623 -5.822 0.308
C -1.881 -4.992 -0.776
C -1.228 -3.781 -0.839
N -0.351 -3.385 0.095
H 0.403 -3.738 3.153
H 1.694 -4.494 2.255
H 1.619 -0.458 2.722
H 1.490 -1.696 3.972
H -0.683 -1.294 5.052
H -3.163 -1.378 4.802
H -4.132 -1.541 2.497
H -2.598 -1.446 0.558
H 3.452 -2.814 2.773
H 3.381 -1.504 1.601
H 5.143 -4.245 1.802
H 5.758 -5.782 -0.061
H 4.312 -5.837 -2.099
H 2.333 -4.338 -2.194
H -0.495 -6.037 2.127
H -2.120 -6.779 0.399
H -2.572 -5.284 -1.556
H -1.399 -3.102 -1.667
C 0.183 6.862 1.777
C -0.729 5.669 2.069
C 0.052 4.380 2.333
C 0.543 3.641 1.082
N -0.505 3.154 0.177
C -1.049 1.824 0.201
Se -1.906 1.618 1.984
N -1.967 1.813 -0.905
C -2.781 0.655 -1.285
C -4.114 0.487 -0.546
C -5.046 1.697 -0.622
C -5.827 1.768 -1.936
C -1.936 2.999 -1.552
C -2.615 3.440 -2.690
C -2.355 4.719 -3.112
C -1.421 5.557 -2.442
C -0.734 5.132 -1.334
C -1.006 3.840 -0.875
H -0.402 7.752 1.548
H 0.856 6.675 0.932
H 0.804 7.088 2.644
H -1.437 5.525 1.249
H -1.336 5.894 2.945
H -0.549 3.694 2.937
H 0.941 4.606 2.928
H 1.140 2.779 1.380
H 1.185 4.295 0.493
H -2.162 -0.234 -1.130
H -2.962 0.739 -2.356
H -3.916 0.235 0.497
H -4.609 -0.381 -0.993
H -4.480 2.619 -0.463
H -5.755 1.636 0.205
H -5.169 1.757 -2.811
H -6.425 2.677 -1.982
H -6.506 0.919 -2.027
H -3.310 2.810 -3.226
H -2.871 5.101 -3.985
H -1.249 6.557 -2.817
H -0.015 5.774 -0.841
O 0.941 1.332 -0.930
C 0.154 0.764 -0.238
N 5.879 0.585 -1.374
C 5.224 0.473 -2.554
O 5.655 0.897 -3.600
C 3.866 -0.206 -2.559
C 3.312 -0.468 -3.809
C 2.062 -1.056 -3.893
C 1.389 -1.333 -2.723
N 1.906 -1.064 -1.516
C 3.128 -0.522 -1.439
H 6.786 1.024 -1.403
H 5.595 0.154 -0.518
H 3.883 -0.195 -4.688
H 1.614 -1.293 -4.848
H 0.404 -1.782 -2.741
H 3.501 -0.323 -0.443

Results
Multiplicity ... 6
HOMO (alpha / beta) ... -15.037 / -16.199 eV
Energy above the lowest of the compared OMol25 structures with the same formula, charge and spin ... 375.7 kJ/mol
Net charge ... +3

These are the Mulliken partial charges, in e, on atoms 1 to 2: -0.074, -1.865



# 5
Formula: C40H46P2SiZr
Source: the Open Molecules 2025 dataset
Level of theory: ωB97M-V/def2-TZVPD

Cartesian coordinates (Å):
Zr 0.125 1.274 -1.250
C -1.830 1.222 -5.374
C -1.831 -0.093 -5.159
C -1.312 -1.107 -6.138
C 0.075 -0.803 -6.741
C 0.992 0.084 -5.937
C 0.945 1.415 -5.943
C 0.024 2.245 -6.780
C -1.457 1.841 -6.687
C 1.681 1.033 0.607
H -2.220 1.924 -4.648
H -2.382 -0.528 -4.326
H -2.037 -1.237 -6.962
H -1.267 -2.087 -5.644
H 0.590 -1.768 -6.874
H -0.081 -0.410 -7.759
H 1.843 -0.442 -5.503
H 1.741 1.989 -5.497
H 0.330 2.250 -7.841
H 0.108 3.293 -6.459
H -2.057 2.754 -6.817
H -1.709 1.183 -7.531
H 1.550 1.951 1.209
H 2.767 0.900 0.524
H 1.353 0.221 1.272
P -1.292 -0.820 -1.715
P 2.166 -0.102 -1.984
C -0.133 -1.430 -2.976
C 1.188 -1.069 -3.118
C -2.323 -2.228 -1.346
C -2.782 -3.077 -2.369
C -3.586 -4.171 -2.042
C -3.939 -4.406 -0.708
C -3.491 -3.547 0.303
C -2.676 -2.463 -0.009
C -2.457 0.502 -2.266
C -1.936 1.838 -2.421
C -2.853 2.920 -2.566
C -4.220 2.670 -2.529
C -4.715 1.367 -2.381
C -3.841 0.287 -2.244
C 3.591 -1.110 -1.619
C 3.364 -2.419 -1.146
C 4.452 -3.246 -0.885
C 5.755 -2.773 -1.087
C 5.975 -1.477 -1.575
C 4.895 -0.639 -1.844
C 2.746 1.577 -2.558
C 2.550 2.733 -1.745
C 2.596 4.010 -2.324
C 3.016 4.150 -3.641
C 3.441 3.033 -4.366
C 3.291 1.744 -3.841
H -0.486 -2.321 -3.510
H 1.793 -1.595 -3.868
H -2.502 -2.873 -3.405
H -3.926 -4.841 -2.832
H -4.565 -5.262 -0.457
H -3.775 -3.732 1.339
H -2.297 -1.772 0.743
H -0.866 2.018 -2.836
H -2.459 3.928 -2.746
H -4.927 3.494 -2.639
H -5.789 1.178 -2.363
H -4.207 -0.733 -2.105
H 2.339 -2.761 -1.005
H 4.285 -4.266 -0.536
H 6.602 -3.425 -0.876
H 6.989 -1.124 -1.763
H 5.036 0.368 -2.237
H 2.495 2.642 -0.651
H 2.308 4.882 -1.733
H 3.030 5.133 -4.114
H 3.844 3.168 -5.373
H 3.521 0.864 -4.448
C 0.791 -1.020 3.834
Si -0.825 -0.089 3.485
C -2.252 -1.044 4.263
C -0.691 1.583 4.338
C -1.043 0.019 1.635
C -0.888 0.186 0.389
H 0.955 -1.161 4.914
H 1.657 -0.480 3.427
H 0.763 -2.012 3.362
H -2.232 -1.023 5.367
H -3.202 -0.599 3.933
H -2.234 -2.098 3.946
H 0.301 2.035 4.202
H -1.435 2.274 3.921
H -0.874 1.501 5.420

Results
HOMO ... -13.402 eV
Energy above the lowest of the compared OMol25 structures with the same formula, charge and spin ... 310.5 kJ/mol
Net charge ... +2

These are the Mulliken partial charges, in e, on atoms 1 to 2: -0.768, -0.037



Max |F| per entry: 1.71 1.12 3.27 0.95 5.45 eV/A